31
Properties=species:S:1:pos:R:3:forces:R:3:nbo_charge:R:1 method="wB97M-V/def2-TZVPD" e_above_lowest_kcal_mol=43.68 homo_energy_ev="-10.31 / -10.31" lumo_ev="-2.12 / -2.12"
C -3.29851 -0.36674 -3.69425 0.1 -0.3 -0.4 -0.16
C -4.05220 -1.56346 -1.16394 3.4 4.1 -2.6 0.01
C 3.65348 -2.92648 1.10044 0.4 0.4 0.4 -0.63
C 2.87159 -1.68150 1.65289 -0.3 -0.9 -0.8 -0.40
C 1.72508 -1.29900 0.71159 -1.3 -0.3 3.0 -0.39
C 1.14815 0.08355 1.19169 -0.2 -0.4 -0.4 -0.39
C 0.17037 0.56661 0.16068 -1.0 -1.5 -2.2 -0.40
C -0.17653 1.97261 0.34867 -2.1 0.7 3.2 -0.37
C -1.05919 2.72750 -0.62289 0.7 -1.4 0.1 -0.44
C -2.52299 2.45393 -0.53669 -1.1 -0.9 0.0 -0.52
N -3.76405 -0.81574 -4.63874 -0.3 -0.1 -0.7 -0.20
N -4.51387 -2.38549 -0.54169 -1.5 -2.4 1.8 -0.47
P -2.43890 0.06778 -2.24616 -1.9 -1.2 1.7 0.76
S -3.36869 1.88869 -2.07358 0.3 -0.1 0.4 0.06
H 2.89486 -3.42199 0.41584 1.5 0.0 0.7 0.21
H 3.95084 -3.55570 1.98207 -0.5 0.1 -1.0 0.21
H 4.66588 -2.68178 0.59787 -1.9 -0.2 0.4 0.21
H 3.40862 -0.76262 1.62041 1.3 0.4 0.9 0.19
H 2.44576 -1.91513 2.65741 0.5 0.4 -0.6 0.20
H 2.08927 -1.13257 -0.28531 0.0 -0.4 -0.6 0.20
H 0.98368 -2.15084 0.86779 0.4 1.2 -1.1 0.20
H 1.98056 0.83283 0.97650 -0.6 -0.8 1.6 0.20
H 0.56940 0.08191 2.24193 2.0 0.1 -2.1 0.22
H 0.59527 0.49131 -0.88461 0.0 -0.2 0.9 0.18
H -0.71578 -0.08874 0.12175 0.0 0.1 0.2 0.19
H 0.74718 2.47180 0.40755 1.2 1.1 0.0 0.21
H -0.61562 2.06631 1.41599 0.5 0.1 -1.3 0.18
H -0.59268 2.44326 -1.55696 -0.3 0.8 -0.8 0.21
H -0.97499 3.71116 -0.30764 0.8 2.2 -0.4 0.23
H -2.62839 1.66969 0.17704 -0.5 -1.0 0.5 0.23
H -3.17760 3.21884 -0.09566 0.5 0.3 -0.6 0.25

21
Properties=species:S:1:pos:R:3:forces:R:3:nbo_charge:R:1 method="wB97M-V/def2-TZVPD" e_above_lowest_kcal_mol=70.94 homo_energy_ev=-11.02 smiles=O.O.O.O.O.O.O lumo_ev=0.11
H 0.12697 -0.01803 -0.92096 1.2 -0.3 -1.0 0.48
H -1.38527 -0.37882 -0.85895 2.0 0.9 0.7 0.46
H -6.77049 -1.32072 -0.51117 -0.3 0.8 0.4 0.46
H -5.56240 -0.56147 -0.66415 1.6 0.3 -0.3 0.46
H 3.44545 4.30986 -0.52597 3.4 3.1 -0.7 0.45
H 2.05971 4.01776 -0.75417 0.7 -0.8 0.9 0.47
H 0.36562 2.68041 -0.13376 -0.3 0.4 0.6 0.47
H -0.83700 3.39072 0.40855 -2.9 -0.2 0.1 0.47
H -2.86716 -0.72114 0.20752 1.3 2.6 -1.8 0.45
H -2.88080 -1.08417 1.69249 -0.4 -0.2 -1.4 0.49
H 3.42190 -4.13251 0.17617 0.5 -0.2 0.7 0.46
H 2.19194 -3.96607 -0.56652 -3.2 -0.4 0.0 0.46
H 4.67970 -2.18102 0.26174 0.0 -0.5 0.0 0.46
H 4.36489 -0.72278 0.15278 -0.7 -1.6 1.6 0.47
O -0.62327 0.06717 -0.37063 -3.0 -0.5 0.1 -0.94
O -6.42374 -0.42313 -0.31933 -1.4 -1.2 -0.1 -0.92
O 2.87708 3.64870 -0.32368 -4.0 -2.2 -0.2 -0.93
O 0.07468 3.45512 0.38591 3.1 -0.3 -0.7 -0.94
O -3.18812 -1.33881 0.78483 -1.1 -2.3 3.4 -0.93
O 3.08287 -3.78978 -0.63859 2.6 0.4 -0.8 -0.93
O 4.15637 -1.53328 0.73604 0.8 2.4 -1.5 -0.93

8
Properties=species:S:1:pos:R:3:forces:R:3:nbo_charge:R:1 method="wB97M-V/def2-TZVPD" e_above_lowest_kcal_mol=23.18 homo_energy_ev=-10.85 lumo_ev=0.49
C 1.17046 -0.70977 -0.08908 -1.7 2.3 0.8 0.66
O -0.84117 1.43868 -0.31712 -1.8 -0.6 -1.8 -0.95
O 0.00271 -1.09001 -0.54998 -1.8 -0.1 -0.9 -0.70
O -1.91102 -0.44390 0.93796 -0.2 0.0 -0.7 -0.87
O 1.36103 0.34715 0.43617 0.9 0.5 0.5 -0.61
S -1.47253 -0.06715 -0.37624 2.3 1.2 1.8 1.79
H 1.87951 -1.43889 -0.20880 2.1 -2.1 -0.5 0.12
H -0.18899 1.96390 0.16709 0.3 -1.3 0.6 0.56

84
Properties=species:S:1:pos:R:3:forces:R:3:lowdin_charge:R:1 method="wB97M-V/def2-TZVPD" total_charge=-1 homo_energy_ev=-4.92 lumo_ev=2.40
N -2.43730 1.22074 0.78249 -0.7 0.1 -0.1 0.10
C -2.11593 0.35829 0.07442 1.1 -0.8 -0.2 -0.54
O -1.59010 -0.57203 -0.62320 -0.4 1.0 0.2 -0.16
Al 0.24030 -0.16642 -0.98569 0.0 0.0 -0.4 0.33
B 1.40809 -1.18358 0.44476 0.2 -0.7 -0.2 -0.66
N 2.76785 -0.65594 0.73445 -1.2 -0.4 0.6 0.08
O 0.96754 -2.31319 1.16796 0.4 1.3 0.2 0.01
H 0.38652 1.42921 -0.77983 0.0 0.0 0.0 -0.08
H 0.65253 -0.55005 -2.48586 -0.2 -0.1 -0.2 -0.12
H 2.91652 0.20447 0.22513 0.0 0.1 0.2 0.01
H 2.75837 -0.43846 1.73223 0.6 0.0 0.0 0.06
H 1.48049 -2.36316 1.98687 0.1 -0.5 0.0 0.07
C 6.71156 -0.64645 -3.62293 0.0 0.0 0.0 -0.11
C 6.55728 0.72867 -3.73502 0.0 0.0 0.0 -0.11
C 5.69708 1.40151 -2.87770 0.0 0.0 0.0 -0.09
C 4.99900 0.70150 -1.90267 0.1 0.0 0.0 -0.08
C 5.15481 -0.67309 -1.78667 0.0 -0.1 0.0 -0.08
C 6.00838 -1.34692 -2.65076 0.0 0.1 0.0 -0.09
H 7.37948 -1.17298 -4.29390 0.0 0.0 0.0 0.09
H 7.10629 1.27611 -4.49157 0.0 0.0 0.0 0.10
H 5.57183 2.47303 -2.96955 0.0 0.0 0.0 0.07
H 4.33162 1.22933 -1.23315 0.0 0.0 0.0 0.09
H 4.60949 -1.21651 -1.02514 0.0 0.1 0.0 0.08
H 6.12618 -2.41985 -2.56545 0.0 0.0 0.0 0.10
C -2.70238 -1.58289 3.41967 0.0 -0.1 0.0 -0.08
C -2.61918 -0.22530 3.69060 0.0 0.2 0.0 -0.08
C -2.55807 0.21384 5.00777 0.0 -0.2 0.1 -0.09
C -2.57532 -0.70541 6.05101 0.0 0.0 0.0 -0.11
C -2.65778 -2.06480 5.77661 0.0 0.0 0.0 -0.12
C -2.72341 -2.50227 4.45978 0.0 0.0 0.0 -0.11
H -2.74960 -1.92394 2.39287 0.0 0.0 0.0 0.10
H -2.60109 0.48598 2.87331 0.0 0.0 0.0 0.05
H -2.49758 1.27387 5.22113 0.0 0.0 0.0 0.10
H -2.52447 -0.36206 7.07762 0.0 0.0 0.0 0.09
H -2.66982 -2.78277 6.58868 0.0 0.0 0.0 0.09
H -2.79147 -3.56197 4.24112 0.0 0.0 0.0 0.08
C -4.85840 -7.67236 3.79008 0.0 -0.1 0.0 -0.09
C -4.77949 -6.32046 4.09070 0.0 0.0 0.0 -0.09
C -4.74860 -5.90309 5.41312 0.0 0.1 0.1 -0.09
C -4.78807 -6.83781 6.43910 0.0 0.0 -0.1 -0.10
C -4.86619 -8.19204 6.13889 0.0 0.0 0.0 -0.10
C -4.90514 -8.60962 4.81419 0.0 0.1 0.0 -0.10
H -4.88455 -7.99617 2.75756 0.0 0.0 0.0 0.09
H -4.74142 -5.58866 3.29385 0.0 0.0 0.0 0.09
H -4.69285 -4.84554 5.64067 0.0 0.0 0.0 0.09
H -4.75785 -6.51140 7.47107 0.0 0.0 0.0 0.10
H -4.89586 -8.92262 6.93782 0.0 0.0 0.0 0.10
H -4.96943 -9.66496 4.58023 0.0 0.0 0.0 0.10
C 4.74316 5.20745 -1.47649 0.0 0.0 0.0 -0.09
C 4.33318 5.22074 -2.80267 0.0 0.0 0.0 -0.09
C 4.03881 6.42526 -3.42685 0.1 0.0 0.0 -0.11
C 4.16287 7.61862 -2.72745 0.0 0.0 0.0 -0.10
C 4.57651 7.60555 -1.40229 0.0 0.0 0.0 -0.10
C 4.86297 6.39986 -0.77556 0.0 0.0 0.0 -0.09
H 4.96845 4.26724 -0.98879 0.0 0.0 0.0 0.10
H 4.24055 4.29122 -3.34963 -0.1 0.0 0.0 0.09
H 3.71228 6.43441 -4.45957 0.0 0.0 0.0 0.10
H 3.93609 8.55841 -3.21567 0.0 0.0 0.0 0.10
H 4.67425 8.53594 -0.85688 0.0 0.0 0.0 0.10
H 5.17963 6.38930 0.25966 0.0 0.0 0.0 0.10
C -3.12268 -6.42816 -1.96066 0.0 0.0 0.0 -0.10
C -3.04225 -5.07515 -1.65771 0.0 0.0 0.0 -0.09
C -3.01414 -4.65949 -0.33366 0.0 0.0 0.1 -0.07
C -3.05758 -5.59929 0.68817 0.0 0.0 -0.1 -0.09
C -3.13378 -6.95305 0.38576 0.0 0.0 0.0 -0.10
C -3.17043 -7.36757 -0.93892 0.0 0.0 0.0 -0.11
H -3.14691 -6.75100 -2.99413 0.0 0.0 0.0 0.10
H -3.00070 -4.34297 -2.45379 0.0 0.0 0.0 0.10
H -2.95571 -3.60408 -0.09900 0.1 0.0 0.0 0.10
H -3.02974 -5.27533 1.72076 0.1 0.0 0.0 0.08
H -3.16391 -7.68506 1.18329 0.0 0.0 0.0 0.08
H -3.23434 -8.42274 -1.17523 0.0 0.0 0.0 0.09
C 0.79205 7.99270 -5.21173 0.0 0.0 0.0 -0.10
C -0.11547 8.84470 -5.82733 0.0 0.0 0.0 -0.10
C -1.26712 9.23377 -5.15669 0.0 0.0 0.0 -0.11
C -1.50655 8.77749 -3.86697 0.0 0.0 0.0 -0.10
C -0.59713 7.92842 -3.25055 0.0 0.0 0.0 -0.09
C 0.55054 7.53267 -3.92406 0.0 0.0 0.0 -0.09
H 1.68884 7.68646 -5.73646 0.0 0.0 0.0 0.09
H 0.07454 9.20482 -6.83094 0.0 0.0 0.0 0.10
H -1.97833 9.89289 -5.63885 0.0 0.0 0.0 0.10
H -2.40278 9.08378 -3.34229 0.0 0.0 0.0 0.10
H -0.78300 7.57349 -2.24501 0.0 0.0 0.0 0.10
H 1.25642 6.86661 -3.44537 0.0 0.0 0.0 0.09